No. 1
The following is a DFT calculation (ωB97M-V/def2-TZVPD) of a molecular structure, C24H14CoN7O2S.

Orbital gap (spin up / spin down) ... 7.4 / 6.6 eV
<S²> ... 6.040
Total charge ... +2
Max |F| ... 0.0136 Eh/bohr
Lowest unoccupied orbital energy (spin up / spin down) ... -6.71 / -8.45 eV
Multiplicity ... 5

Element x y z (Å)
1 Co 0.907 -0.169 0.274
2 O -0.050 -1.120 -2.624
3 C 1.105 -1.394 -2.007
4 N 1.254 -2.326 -1.171
5 C 0.365 -3.246 -0.627
6 O -0.204 -4.126 -1.198
7 C 0.368 -3.088 0.884
8 C 0.140 -4.208 1.661
9 C 0.273 -4.107 3.038
10 C 0.613 -2.879 3.584
11 C 0.781 -1.797 2.741
12 N 0.671 -1.889 1.409
13 C 2.310 -0.497 -2.091
14 C 3.155 -0.430 -3.176
15 C 4.357 0.256 -3.027
16 C 4.651 0.851 -1.812
17 C 3.726 0.771 -0.783
18 N 2.578 0.106 -0.911
19 H -0.120 -5.135 1.170
20 H 0.121 -4.971 3.671
21 H 0.736 -2.754 4.651
22 H 1.013 -0.821 3.144
23 H 2.903 -0.928 -4.102
24 H 5.057 0.316 -3.850
25 H 5.582 1.377 -1.655
26 H 3.908 1.266 0.163
27 S -5.616 3.429 0.024
28 N -4.812 2.669 -1.123
29 C -3.652 2.279 -0.607
30 C -2.635 1.566 -1.286
31 C -2.742 1.126 -2.642
32 C -1.716 0.487 -3.225
33 C -0.442 0.260 -2.489
34 N -0.475 0.547 -1.075
35 C -1.469 1.216 -0.545
36 C -1.326 1.591 0.867
37 N -0.169 1.250 1.477
38 C 0.019 1.635 2.734
39 C -0.935 2.340 3.462
40 C -2.125 2.678 2.859
41 C -2.326 2.313 1.524
42 C -3.514 2.653 0.773
43 N -4.556 3.303 1.236
44 H -3.663 1.326 -3.173
45 H -1.750 0.151 -4.254
46 H 0.351 0.873 -2.947
47 H 0.977 1.408 3.185
48 H -0.729 2.610 4.488
49 H -2.896 3.230 3.380

Results of the Mulliken charge analysis, in e, for atoms 1 through 4:
1 Co 0.145
2 O -0.411
3 C 0.444
4 N -0.256

***

No. 2
The following is a DFT calculation (ωB97M-V/def2-TZVPD) of a molecular structure, C21H34N4O6PPbS3 in a non-equilibrium geometry.

Orbital gap ... 7.2 eV
Total charge ... -1
Max |F| ... 0.0252 Eh/bohr
Lowest unoccupied orbital energy ... 2.06 eV
Multiplicity ... 1

Element x y z (Å)
1 Pb -0.110 0.143 2.334
2 O 2.678 3.421 1.739
3 S 1.970 2.277 2.235
4 O 2.089 1.031 1.458
5 O 0.509 2.497 2.418
6 C 2.553 1.983 3.897
7 C 2.561 3.143 4.670
8 C 2.872 3.089 6.014
9 C 3.176 1.871 6.600
10 C 3.178 0.716 5.839
11 C 2.870 0.747 4.481
12 S 2.983 -0.850 3.639
13 O 3.344 -1.794 4.665
14 O 3.913 -0.692 2.558
15 O 1.571 -1.120 3.194
16 H 2.316 4.084 4.197
17 H 2.869 3.998 6.604
18 H 3.412 1.818 7.655
19 H 3.419 -0.242 6.275
20 S -1.517 0.263 4.209
21 N -1.108 -0.454 0.677
22 P -0.929 -0.503 -0.869
23 N -0.011 0.675 -1.620
24 C 0.047 2.019 -1.010
25 C 0.222 3.075 -2.091
26 C 1.503 2.801 -2.875
27 C 1.488 1.375 -3.420
28 C 1.258 0.376 -2.292
29 N -0.352 -1.963 -1.422
30 C -0.120 -3.064 -0.484
31 C 1.089 -3.878 -0.921
32 C 0.876 -4.401 -2.339
33 C 0.607 -3.237 -3.290
34 C -0.571 -2.401 -2.798
35 N -2.416 -0.378 -1.639
36 C -3.375 -1.458 -1.309
37 C -4.264 -1.117 -0.116
38 C -5.073 0.170 -0.393
39 C -4.544 0.899 -1.630
40 C -3.026 0.975 -1.606
41 H 0.891 2.068 -0.322
42 H -0.852 2.209 -0.428
43 H 0.251 4.065 -1.633
44 H -0.640 3.037 -2.767
45 H 2.359 2.913 -2.200
46 H 1.628 3.526 -3.683
47 H 2.427 1.142 -3.929
48 H 0.675 1.269 -4.147
49 H 2.084 0.450 -1.570
50 H 1.248 -0.638 -2.675
51 H -1.002 -3.724 -0.462
52 H 0.007 -2.655 0.513
53 H 1.251 -4.701 -0.222
54 H 1.974 -3.234 -0.890
55 H 0.005 -5.069 -2.341
56 H 1.733 -4.987 -2.677
57 H 0.395 -3.600 -4.299
58 H 1.501 -2.608 -3.346
59 H -1.486 -3.011 -2.857
60 H -0.729 -1.529 -3.431
61 H -2.810 -2.367 -1.102
62 H -3.986 -1.661 -2.193
63 H -3.618 -0.976 0.750
64 H -4.925 -1.960 0.098
65 H -4.998 0.836 0.470
66 H -6.133 -0.056 -0.530
67 H -4.943 1.915 -1.674
68 H -4.870 0.392 -2.542
69 H -2.737 1.508 -0.692
70 H -2.654 1.550 -2.457

Results of the Mulliken charge analysis, in e, for atoms 1 through 4:
1 Pb 0.975
2 O -0.728
3 S 1.573
4 O -0.598

***

No. 3
The following is a DFT calculation (ωB97M-V/def2-TZVPD) of 2 unconnected molecules or ions with the total composition C11H17NO2S in a non-equilibrium geometry.

Orbital gap ... 7.7 eV
Max |F| ... 0.0839 Eh/bohr
Relative energy (zero: lowest compared OMol25 entry of this formula, charge and spin) ... 67.66 kcal/mol
Structure (SMILES) ... CC(C)=CN[C@H](C)C1(C=S)CC1.O=C=O
Lowest unoccupied orbital energy ... -0.08 eV
Multiplicity ... 1

Element x y z (Å)
1 C 2.813 2.456 -0.906
2 C 0.692 -1.443 1.268
3 C 1.222 -0.026 0.992
4 C -1.185 0.807 -0.564
5 C 0.256 -1.117 -1.217
6 C 2.698 -1.687 -0.244
7 C 1.316 -1.075 -0.091
8 C -1.793 1.400 0.496
9 C 0.057 -2.543 -1.737
10 C -2.427 0.666 1.636
11 C -2.204 2.816 0.235
12 N -1.051 -0.555 -0.773
13 O 3.284 2.280 0.120
14 O 2.384 2.654 -1.944
15 S 4.079 -1.663 0.606
16 H 1.223 -1.977 2.079
17 H -0.292 -1.900 1.352
18 H 0.449 0.656 0.777
19 H 2.097 0.303 1.519
20 H -0.628 1.276 -1.334
21 H 0.588 -0.444 -2.062
22 H 2.796 -2.227 -1.115
23 H 1.026 -3.014 -1.866
24 H -0.667 -2.654 -2.515
25 H -0.387 -3.021 -0.860
26 H -3.226 0.089 1.449
27 H -2.738 1.348 2.328
28 H -1.616 0.115 2.096
29 H -2.145 3.029 -0.846
30 H -1.753 3.600 0.756
31 H -3.324 2.902 0.450
32 H -1.545 -1.049 -0.086

Results of the Mulliken charge analysis, in e, for atoms 1 through 4:
1 C 0.761
2 C -0.885
3 C -0.518
4 C -1.034

***

No. 4
The following is a DFT calculation (ωB97M-V/def2-TZVPD) of a molecular structure, C25H20N4O2PtS4 in a non-equilibrium geometry.

Orbital gap (spin up / spin down) ... 4.4 / 4.6 eV
Total charge ... -2
Max |F| ... 0.0294 Eh/bohr
Relative energy (zero: lowest compared OMol25 entry of this formula, charge and spin) ... 29.40 kcal/mol
Lowest unoccupied orbital energy (spin up / spin down) ... 4.26 / 4.26 eV
Multiplicity ... 1

Element x y z (Å)
1 Pt -0.572 -0.091 0.721
2 C -5.093 -1.592 -5.728
3 C -4.383 -1.869 -4.428
4 C -4.101 -3.174 -4.037
5 C -3.457 -3.434 -2.833
6 C -3.093 -2.379 -2.010
7 C -3.376 -1.071 -2.378
8 C -4.008 -0.825 -3.586
9 S -2.293 -2.666 -0.444
10 O -3.124 -2.032 0.534
11 O -2.120 -4.103 -0.341
12 N -0.892 -1.876 -0.554
13 C 0.085 -2.370 -1.408
14 C -0.043 -3.462 -2.264
15 C 0.981 -3.853 -3.146
16 C 2.173 -3.197 -3.216
17 C 2.383 -2.100 -2.351
18 C 3.594 -1.370 -2.343
19 C 3.765 -0.334 -1.478
20 C 2.709 -0.026 -0.591
21 N 1.586 -0.677 -0.578
22 C 1.374 -1.693 -1.443
23 H -4.810 -2.315 -6.496
24 H -4.859 -0.593 -6.097
25 H -6.178 -1.651 -5.604
26 H -4.382 -3.998 -4.685
27 H -3.231 -4.445 -2.522
28 H -3.073 -0.254 -1.736
29 H -4.197 0.201 -3.883
30 H -0.948 -4.040 -2.246
31 H 0.806 -4.709 -3.789
32 H 2.951 -3.498 -3.908
33 H 4.379 -1.649 -3.039
34 H 4.679 0.246 -1.461
35 H 2.797 0.783 0.132
36 S -3.461 6.496 -1.000
37 C -2.753 5.107 -1.642
38 S -2.252 3.816 -0.632
39 C -1.589 2.911 -1.996
40 N -1.776 3.553 -3.125
41 N -2.433 4.772 -2.909
42 C -2.634 5.531 -4.099
43 C -1.904 5.177 -5.235
44 C -2.074 5.876 -6.419
45 C -2.974 6.932 -6.501
46 C -3.704 7.270 -5.374
47 C -3.544 6.580 -4.178
48 S -0.831 1.424 -1.753
49 H -1.216 4.349 -5.168
50 H -1.495 5.585 -7.287
51 H -3.106 7.475 -7.429
52 H -4.419 8.083 -5.414
53 H -4.120 6.854 -3.310
54 C -0.112 1.108 2.139
55 H 0.863 1.605 2.227
56 H -0.803 1.520 2.884

Results of the Mulliken charge analysis, in e, for atoms 1 through 4:
1 Pt -0.003
2 C -1.486
3 C 1.063
4 C -0.616